# 1
69
Properties=species:S:1:pos:R:3:forces:R:3 method="wB97M-V/def2-TZVPD" total_charge=+1 homo_ev=-10.55 e_lumo_ev=-2.87 multiplicity=1 total_energy_ha=-1180.6709
C -1.849 1.822 -1.565 0.2 0.2 0.1
C -1.191 2.090 -2.929 -0.4 -0.2 -0.1
C -0.267 0.975 -3.439 0.2 0.3 0.0
C 0.718 0.398 -2.408 0.1 -0.1 -0.1
C 2.156 0.913 -2.556 -0.1 0.0 0.3
C 3.221 -0.007 -1.963 0.0 0.1 0.0
C 3.285 -0.013 -0.430 0.1 -0.2 0.0
C 2.321 -0.960 0.266 0.0 0.1 0.0
N 2.574 -2.399 -0.153 -0.2 0.1 0.3
N 1.398 -3.126 -0.553 0.2 -0.2 -0.1
B 3.401 -3.206 0.943 0.2 -0.5 -0.2
O 3.167 -4.522 1.050 -0.2 0.1 0.8
O 4.341 -2.532 1.591 -0.2 0.8 -0.3
H -1.713 0.791 -1.232 -0.2 -0.1 -0.1
H -1.403 2.452 -0.793 0.0 0.0 0.1
H -2.914 2.045 -1.575 0.0 0.0 0.0
H -1.989 2.213 -3.662 0.1 0.1 -0.1
H -0.662 3.044 -2.921 0.1 0.0 0.1
H 0.332 1.388 -4.254 -0.1 -0.1 -0.1
H -0.863 0.180 -3.889 -0.1 -0.1 0.2
H 0.363 0.606 -1.397 0.0 0.0 0.0
H 0.738 -0.697 -2.508 0.0 0.0 -0.1
H 2.237 1.879 -2.049 0.0 0.1 -0.2
H 2.376 1.082 -3.611 0.0 -0.1 0.0
H 4.201 0.298 -2.330 0.0 0.0 0.0
H 3.064 -1.018 -2.369 0.1 0.0 0.0
H 3.094 0.991 -0.047 0.0 0.0 0.0
H 4.293 -0.277 -0.101 0.0 0.0 0.0
H 1.279 -0.754 0.034 0.0 0.0 -0.1
H 2.450 -0.904 1.345 0.0 0.0 0.0
H 3.170 -2.373 -0.986 0.0 0.0 0.0
H 0.941 -2.603 -1.294 -0.1 0.0 0.1
H 0.775 -3.174 0.247 -0.1 0.1 -0.1
H 2.284 -4.901 1.063 0.0 -0.1 -0.6
H 4.130 -2.354 2.550 0.1 -0.5 0.3
C 4.654 -3.544 5.647 0.0 0.0 0.0
C 3.262 -2.966 5.434 0.2 0.1 0.1
C 2.126 -3.782 6.057 -0.1 0.0 0.0
O 1.813 -4.957 5.336 0.1 0.0 -0.1
C 2.579 -6.107 5.663 -0.1 0.0 0.1
N 3.027 -2.790 3.985 0.0 0.1 -0.1
H 4.820 -4.428 5.029 0.0 0.0 0.0
H 5.413 -2.810 5.379 0.0 0.0 0.0
H 4.804 -3.823 6.689 0.0 0.0 0.0
H 3.234 -1.975 5.896 0.0 0.0 0.0
H 1.217 -3.176 6.040 0.0 0.0 0.0
H 2.347 -4.016 7.104 0.0 0.0 0.0
H 2.818 -6.128 6.729 0.0 0.0 0.0
H 3.509 -6.160 5.092 0.0 0.0 0.0
H 1.972 -6.977 5.423 0.0 0.0 0.0
H 2.133 -2.316 3.868 0.0 0.0 0.0
H 2.873 -3.732 3.624 -0.1 0.0 0.0
C -7.453 5.563 -3.275 0.0 0.0 0.0
C -6.116 5.906 -2.628 -0.1 0.0 0.0
C -4.914 5.218 -3.285 0.1 0.1 0.0
O -4.769 3.844 -2.966 0.0 -0.1 0.0
C -5.541 2.954 -3.748 0.0 0.0 0.0
N -6.204 5.651 -1.191 0.1 0.0 0.0
H -7.781 4.560 -2.997 0.0 0.0 0.0
H -8.218 6.259 -2.935 0.0 0.0 0.0
H -7.396 5.618 -4.363 0.0 0.0 0.0
H -5.950 6.981 -2.755 0.0 0.0 0.0
H -4.002 5.695 -2.916 0.0 0.0 0.0
H -4.938 5.348 -4.374 0.0 0.0 0.0
H -5.635 3.310 -4.779 0.0 0.0 0.0
H -6.541 2.800 -3.337 0.0 0.0 0.0
H -5.024 1.994 -3.755 0.0 0.0 0.0
H -5.370 5.992 -0.724 0.0 0.1 0.0
H -6.205 4.646 -1.040 -0.1 0.0 0.0

=====

# 2
70
Properties=species:S:1:pos:R:3:forces:R:3 method="wB97M-V/def2-TZVPD" homo_ev="-3.76 / -8.14" relative_energy_kcal_mol=8.3 e_lumo_ev="0.41 / 0.33" multiplicity=4 total_energy_ha=-2465.5719
Ti -0.257 -0.611 0.269 0.0 -0.5 0.2
Cl -0.816 -3.067 1.108 0.3 0.7 -0.2
C -1.693 3.078 0.470 0.1 0.1 0.2
C -0.870 2.351 1.536 0.1 0.3 -0.3
C -0.810 3.142 2.831 -0.2 -0.3 0.4
O -0.050 4.300 2.619 0.0 0.0 -0.1
C 0.069 5.087 3.779 -0.1 -0.1 0.3
N -1.371 0.986 1.729 0.0 0.0 0.2
H -1.059 3.772 -0.081 0.0 0.0 0.0
H -2.491 3.668 0.926 -0.1 -0.1 0.0
H -2.121 2.370 -0.237 0.0 -0.1 0.0
H 0.159 2.294 1.162 0.0 -0.3 0.1
H -0.372 2.514 3.632 0.1 0.1 -0.1
H -1.825 3.398 3.186 0.1 0.0 -0.1
H 0.542 6.024 3.498 0.1 0.0 0.0
H 0.668 4.578 4.547 0.0 0.1 -0.1
H -0.914 5.298 4.220 0.0 0.0 -0.1
H -0.967 0.571 2.566 -0.1 0.0 0.0
H -2.370 1.018 1.915 0.0 -0.1 -0.2
C 0.910 -1.654 -3.412 0.3 -0.1 -0.1
C 1.544 -0.681 -2.431 0.2 -0.3 0.2
C 0.827 0.652 -2.393 -0.2 0.5 0.1
O -0.442 0.584 -1.740 0.3 -0.2 -0.1
C -1.515 1.018 -2.552 -0.2 0.0 -0.4
N 1.560 -1.313 -1.099 -0.2 0.3 -0.2
H 0.755 -1.187 -4.385 -0.1 0.0 0.0
H -0.036 -2.029 -3.020 -0.1 0.1 0.0
H 1.574 -2.506 -3.578 -0.1 0.0 0.1
H 2.572 -0.441 -2.740 -0.1 -0.1 -0.2
H 0.684 0.992 -3.424 0.1 0.0 0.0
H 1.425 1.415 -1.881 0.0 -0.1 0.1
H -1.473 2.100 -2.724 0.0 0.0 0.1
H -2.447 0.752 -2.064 0.0 0.1 0.1
H -1.501 0.521 -3.530 0.1 0.0 0.1
H 2.201 -0.830 -0.483 0.1 -0.1 0.0
H 1.853 -2.280 -1.183 -0.1 0.0 0.1
C 3.459 0.962 3.380 0.0 0.4 0.1
C 3.159 0.556 1.954 0.0 -0.3 -0.2
C 4.156 -0.487 1.471 -0.2 0.0 0.2
O 5.453 0.006 1.673 0.0 0.0 -0.2
C 6.434 -0.889 1.204 0.0 -0.1 -0.1
N 1.795 -0.010 1.816 -0.2 -0.1 0.3
H 3.363 0.112 4.055 0.0 0.0 0.0
H 2.763 1.750 3.684 0.0 -0.1 0.1
H 4.462 1.380 3.461 0.0 -0.1 0.0
H 3.227 1.436 1.308 0.0 0.0 0.0
H 3.978 -0.726 0.413 0.1 0.0 0.0
H 4.010 -1.416 2.053 0.0 0.1 -0.1
H 7.403 -0.479 1.475 0.0 0.0 0.0
H 6.387 -1.005 0.113 0.0 0.1 0.1
H 6.310 -1.885 1.649 0.1 0.1 0.1
H 1.227 0.463 2.516 -0.1 0.0 -0.2
H 1.805 -0.972 2.157 0.0 0.0 -0.1
C -3.991 -1.163 -0.706 0.0 0.4 -0.2
C -4.317 -2.629 -0.942 0.0 0.2 0.1
C -3.458 -3.167 -2.070 0.1 -0.1 -0.2
O -3.785 -2.502 -3.282 -0.1 0.1 0.3
C -2.971 -2.912 -4.335 0.3 -0.2 -0.5
N -4.136 -3.376 0.297 0.1 0.0 0.0
H -4.394 -0.796 0.238 0.0 -0.2 0.1
H -4.389 -0.532 -1.505 0.0 -0.1 0.0
H -2.904 -1.009 -0.696 0.0 -0.1 0.2
H -5.367 -2.690 -1.249 0.0 -0.1 0.0
H -3.616 -4.251 -2.186 0.0 0.1 0.0
H -2.394 -3.012 -1.827 -0.1 0.0 0.0
H -3.291 -2.403 -5.245 -0.1 0.1 0.1
H -3.039 -3.996 -4.519 0.0 0.1 0.1
H -1.912 -2.667 -4.160 -0.1 0.0 0.0
H -3.198 -3.203 0.661 0.0 0.0 0.0
H -4.174 -4.373 0.112 -0.1 0.0 0.0

=====

# 3
71
Properties=species:S:1:pos:R:3:forces:R:3 method="wB97M-V/def2-TZVPD" homo_ev="-5.04 / -8.91" relative_energy_kcal_mol=0.0 e_lumo_ev="0.11 / -0.13" multiplicity=2 total_energy_ha=-1262.3784
Sr -3.085 -2.756 1.300 0.8 0.6 -0.1
O -1.384 -1.218 0.513 0.4 -0.4 0.4
H -0.408 -1.182 0.534 -0.9 0.4 0.1
C 0.908 -4.164 3.924 0.1 0.2 1.2
C 0.665 -2.938 3.082 -1.4 -0.6 -0.4
C 1.794 -2.626 2.157 1.4 0.2 1.1
O 2.949 -2.526 2.976 0.9 -0.1 0.0
C 4.143 -2.396 2.226 -0.3 0.6 -1.2
N -0.465 -3.245 2.180 -0.6 -0.5 0.7
H 1.004 -5.052 3.299 0.1 -0.1 0.0
H 0.099 -4.294 4.643 -0.4 -0.2 -0.4
H 1.758 -4.079 4.601 0.4 0.1 -0.5
H 0.318 -2.090 3.673 0.5 0.1 0.2
H 1.617 -1.700 1.610 0.0 0.3 -0.1
H 1.920 -3.424 1.426 0.0 -0.2 -0.2
H 5.085 -2.331 2.772 -0.6 0.0 0.7
H 4.043 -1.508 1.603 0.3 0.5 0.0
H 4.283 -3.176 1.478 -0.2 -0.6 0.1
H -0.179 -4.085 1.697 -0.2 -0.2 -0.5
H -0.523 -2.486 1.516 -0.1 0.0 -0.4
C -2.888 1.358 -3.648 1.6 0.2 0.0
C -2.232 1.306 -2.262 0.2 0.5 -1.1
C -2.660 2.564 -1.529 0.3 0.0 -0.1
O -2.292 3.762 -2.316 -1.0 -1.5 1.7
C -3.123 4.873 -2.040 -0.3 0.3 -0.5
N -2.665 0.105 -1.620 -0.6 -0.4 0.8
H -2.874 0.407 -4.179 -0.4 -0.3 0.4
H -2.186 1.939 -4.245 -0.7 0.7 -0.3
H -3.880 1.793 -3.523 0.0 -0.1 -0.6
H -1.144 1.327 -2.305 0.4 0.1 -0.5
H -2.241 2.564 -0.523 0.5 0.5 0.1
H -3.718 2.370 -1.352 -0.6 0.9 -0.4
H -2.764 5.684 -2.673 0.0 0.0 0.0
H -3.187 5.249 -1.019 0.7 -0.3 0.4
H -4.171 4.698 -2.285 -0.2 -0.3 -0.4
H -2.134 -0.083 -0.782 0.1 -0.1 0.5
H -2.428 -0.667 -2.226 -0.2 -0.1 -0.2
C 0.576 1.800 1.452 -0.3 2.3 0.0
C -0.139 1.926 2.836 0.6 0.5 -2.1
C -1.532 2.614 2.856 0.5 -0.4 -0.1
O -1.558 3.855 2.157 -0.8 0.1 0.0
C -2.919 4.380 2.064 1.6 0.0 0.0
N -0.182 0.555 3.277 -0.3 -0.9 1.0
H 1.575 1.376 1.546 -0.2 -0.5 0.2
H 0.766 2.772 0.996 -0.1 0.3 0.0
H -0.055 1.306 0.713 0.0 -0.5 0.2
H 0.476 2.500 3.529 0.2 0.0 -0.1
H -1.703 2.725 3.926 -0.4 0.4 0.2
H -2.330 1.975 2.479 0.1 -0.4 -0.2
H -2.884 5.337 1.544 0.4 0.0 0.1
H -3.285 4.571 3.073 -0.4 -0.3 0.0
H -3.541 3.742 1.436 -0.2 -0.4 0.4
H -0.238 0.001 2.435 -0.8 -0.3 -0.2
H 0.768 0.332 3.536 0.2 0.0 0.7
C 2.324 -0.729 -1.085 0.7 1.3 -0.6
C 1.437 -1.101 -2.256 0.2 0.0 -0.1
C 2.172 -1.835 -3.377 1.3 0.4 0.1
O 3.148 -0.965 -3.942 -0.1 0.2 -0.3
C 3.917 -1.524 -5.006 -0.6 0.3 0.7
N 0.497 -2.016 -1.699 -1.8 -1.3 0.2
H 1.778 -0.119 -0.365 -0.4 -0.4 0.2
H 3.113 -0.038 -1.380 0.3 -0.3 -0.2
H 2.752 -1.618 -0.623 -0.1 0.0 0.0
H 0.859 -0.267 -2.653 0.6 0.6 -0.2
H 1.539 -2.264 -4.153 -0.5 0.3 -0.1
H 2.698 -2.685 -2.942 0.0 -0.3 0.3
H 4.575 -0.734 -5.367 0.1 -0.2 0.1
H 3.276 -1.838 -5.829 -0.1 -0.1 -0.1
H 4.480 -2.380 -4.633 0.2 -0.1 -0.1
H -0.316 -2.024 -2.298 -0.1 -0.7 -0.8
H -0.002 -1.598 -0.927 0.4 0.1 0.4